62
Properties=species:S:1:pos:R:3:forces:R:3 method="wB97M-V/def2-TZVPD" e_tot_ev=-40999.9561 orbital_gap_ev=7.94 smiles="CCN(CC)CCNC(=O)CNC(=O)c1nn(-c2ccc(OC)cc2)c(=O)c2ccccc12" de_lowest_kcal_mol=54.9
C -0.327 -0.454 3.330 -0.25 -0.02 -0.16
H -0.185 0.228 4.164 0.04 0.06 0.11
H 0.489 -0.314 2.625 0.15 0.00 -0.06
C -1.688 -0.207 2.684 0.17 -0.01 0.08
N -1.926 1.205 2.424 0.10 0.05 0.06
C -3.338 1.535 2.330 -0.15 0.00 -0.09
C -4.092 0.967 1.122 0.21 0.11 0.26
H -3.696 1.370 0.194 0.01 0.00 -0.17
H -5.142 1.239 1.194 -0.14 0.01 -0.04
H -4.015 -0.117 1.096 -0.03 -0.13 -0.07
H -3.809 1.172 3.248 0.00 0.11 -0.01
H -3.424 2.624 2.329 -0.10 -0.01 0.07
C -1.127 1.691 1.316 -0.04 0.19 0.10
H -0.090 1.410 1.518 -0.02 0.00 -0.09
H -1.408 1.229 0.354 0.08 0.02 0.01
C -1.164 3.219 1.168 -0.17 -0.28 0.02
N -0.104 3.640 0.278 0.08 0.04 0.41
C -0.299 3.731 -1.053 0.59 0.24 -0.24
O -1.385 3.787 -1.588 -0.34 -0.08 -0.22
C 1.014 3.653 -1.846 -0.17 0.11 0.08
N 1.455 2.275 -1.764 0.04 -0.04 -0.29
C 2.231 1.836 -0.748 -0.23 0.11 -0.44
O 2.875 2.573 -0.022 0.13 0.03 0.24
C 2.183 0.352 -0.578 -0.56 -0.53 0.11
N 1.004 -0.149 -0.767 0.54 0.92 0.00
N 0.741 -1.434 -0.558 0.49 -0.27 0.20
C 1.712 -2.382 -0.227 -0.03 -0.16 -0.12
O 1.449 -3.566 -0.152 0.08 0.03 0.05
C 3.046 -1.823 0.009 0.33 0.44 0.06
C 4.080 -2.675 0.399 -0.10 -0.03 -0.03
C 5.335 -2.166 0.646 -0.07 -0.05 0.00
C 5.578 -0.799 0.511 -0.02 0.03 -0.04
C 4.573 0.057 0.122 -0.01 0.07 -0.02
C 3.293 -0.445 -0.136 0.10 -0.56 0.13
H 4.751 1.116 0.024 0.03 0.07 0.01
H 6.565 -0.411 0.712 0.07 0.05 0.01
H 6.135 -2.825 0.947 0.05 -0.06 0.03
H 3.863 -3.728 0.499 0.00 -0.08 0.01
C -0.635 -1.757 -0.693 -0.75 -0.13 -0.21
C -1.422 -0.987 -1.540 0.29 -0.21 0.10
C -2.783 -1.203 -1.636 -0.37 -0.12 0.02
C -3.383 -2.206 -0.880 0.26 -0.03 0.06
C -2.585 -2.988 -0.040 -0.25 0.15 -0.14
C -1.229 -2.766 0.061 0.08 0.05 -0.07
H -0.637 -3.372 0.724 0.02 -0.03 0.02
H -3.059 -3.762 0.541 -0.05 -0.10 0.08
O -4.709 -2.496 -0.881 0.17 -0.17 0.18
C -5.568 -1.724 -1.686 -0.13 0.12 -0.12
H -6.567 -2.122 -1.514 0.05 0.07 -0.05
H -5.544 -0.668 -1.398 0.02 -0.02 -0.02
H -5.319 -1.820 -2.747 0.00 0.02 0.04
H -3.362 -0.580 -2.298 -0.08 0.05 -0.05
H -0.966 -0.204 -2.125 -0.03 0.04 -0.02
H 0.855 1.588 -2.199 0.09 0.00 0.09
H 0.842 3.924 -2.888 -0.03 0.02 0.17
H 1.787 4.286 -1.408 -0.06 -0.03 -0.09
H 0.841 3.523 0.615 0.02 0.03 -0.14
H -2.102 3.552 0.722 0.05 0.03 0.14
H -1.029 3.689 2.144 -0.07 -0.01 -0.03
H -1.771 -0.816 1.769 -0.10 0.03 0.10
H -2.461 -0.541 3.380 -0.04 -0.04 -0.07
H -0.279 -1.476 3.698 0.08 -0.13 0.03